Record 1
{"formula": "C6H10", "method": "wB97M-V/def2-TZVPD", "elements": ["C", "C", "C", "C", "C", "C", "H", "H", "H", "H", "H", "H", "H", "H", "H", "H"], "coordinates": [[-1.849, -0.107, 0.866], [-1.860, 0.244, -0.612], [-0.532, 0.209, -1.285], [0.733, 0.028, -0.799], [1.332, -0.760, 0.218], [2.681, -0.372, 0.741], [-1.361, -1.071, 1.023], [-2.872, -0.150, 1.252], [-1.296, 0.643, 1.443], [-2.252, 1.267, -0.763], [-2.548, -0.397, -1.177], [-0.561, 0.529, -2.331], [1.316, 0.704, -1.432], [3.240, -1.238, 1.124], [3.356, 0.222, 0.101], [2.472, 0.248, 1.631]], "total_charge": 0, "gap_ev": [7.05, 7.46], "relative_energy_kcal_mol": 96.7}

***

Record 2
{"formula": "C4H12NO3", "method": "wB97M-V/def2-TZVPD", "elements": ["O", "C", "C", "N", "C", "C", "O", "H", "H", "H", "H", "H", "H", "H", "H", "H", "H", "H", "H", "O"], "coordinates": [[-1.170, -0.963, 0.971], [0.088, -0.518, 1.207], [0.429, 0.565, 0.181], [-0.594, 0.547, -0.902], [-0.276, 1.292, -2.117], [0.351, 1.898, 0.956], [0.738, -0.870, 2.146], [-1.460, -1.644, 1.589], [1.385, 0.379, -0.271], [-1.494, 0.883, -0.512], [-0.842, -0.428, -1.159], [-1.010, 1.027, -2.872], [0.710, 1.088, -2.531], [-0.330, 2.369, -1.996], [0.340, 2.685, 0.212], [-0.567, 1.915, 1.542], [1.244, 2.049, 1.555], [0.220, -2.750, -1.766], [1.416, -1.918, -2.012], [0.542, -1.848, -1.587]], "total_charge": 0, "s2": 0.75, "gap_ev": [3.39, 11.58], "relative_energy_kcal_mol": 16.3, "multiplicity": 2}

***

Record 3
{"formula": "C13H15N3O3", "method": "wB97M-V/def2-TZVPD", "elements": ["C", "H", "O", "C", "C", "C", "C", "C", "C", "H", "H", "C", "N", "N", "C", "N", "C", "O", "C", "C", "H", "H", "H", "H", "C", "H", "H", "H", "H", "O", "H", "H", "H", "H"], "coordinates": [[2.633, -2.979, -4.444], [3.051, -3.705, -4.972], [2.506, -3.440, -2.990], [1.925, -2.693, -2.207], [1.153, -1.500, -2.614], [0.786, -0.811, -1.507], [0.947, -1.252, -0.240], [1.349, -2.630, 0.125], [1.980, -3.327, -0.916], [2.512, -4.116, -0.745], [1.547, -3.049, 1.290], [0.142, -0.801, 0.990], [-0.004, -0.912, 2.068], [-0.516, -0.024, 2.981], [-1.013, 0.814, 1.971], [-1.480, 2.019, 2.291], [-2.138, 3.226, 1.569], [-2.659, 3.936, 2.307], [-2.064, 3.270, 0.320], [-2.556, 2.203, -0.574], [-2.254, 1.148, -0.532], [-3.512, 2.052, -0.263], [-2.586, 2.411, -1.571], [-2.300, 4.247, 0.020], [-0.685, 3.248, -0.103], [-0.094, 4.289, 0.444], [-0.477, 3.837, -1.409], [0.040, 2.471, 0.085], [-1.687, 2.029, 3.278], [-0.455, 0.639, 0.765], [0.186, 0.014, -1.523], [1.170, -1.198, -3.507], [3.099, -2.081, -4.543], [1.541, -2.946, -4.997]], "total_charge": 0, "gap_ev": 8.34, "relative_energy_kcal_mol": 323.8}

***

Record 4
{"formula": "C6H12N2", "method": "wB97M-V/def2-TZVPD", "elements": ["C", "C", "C", "C", "N", "N", "C", "C", "H", "H", "H", "H", "H", "H", "H", "H", "H", "H", "H", "H"], "coordinates": [[0.369, 2.210, 1.572], [0.633, 1.213, 0.780], [0.977, 0.137, 0.110], [2.358, -0.443, 0.298], [0.054, -0.389, -0.801], [0.242, -1.706, -1.286], [-1.376, 0.178, -0.868], [-2.262, -0.432, 0.205], [1.089, 2.531, 2.317], [-0.576, 2.736, 1.509], [2.660, -1.152, -0.474], [3.104, 0.361, 0.284], [2.427, -0.946, 1.268], [1.215, -1.898, -1.516], [-0.265, -1.830, -2.164], [-1.392, 1.271, -0.815], [-1.768, -0.078, -1.858], [-2.223, -1.525, 0.181], [-3.303, -0.127, 0.052], [-1.961, -0.109, 1.206]], "total_charge": 0, "smiles": "C=C=C(C)N(N)CC", "gap_ev": [7.77, 6.71], "relative_energy_kcal_mol": 123.2}

***

Record 5
{"formula": "C2H3CsMgO", "method": "wB97M-V/def2-TZVPD", "elements": ["O", "C", "Mg", "Cs", "H", "C", "H", "H"], "coordinates": [[0.429, -2.225, -0.712], [0.771, -1.049, -1.104], [-2.057, -0.479, 1.812], [-1.537, 1.740, -2.129], [1.794, -1.033, -1.554], [-0.168, 0.669, 1.195], [-0.118, 1.694, 1.608], [0.887, 0.682, 0.884]], "total_charge": 1, "s2": 0.76, "gap_ev": [4.52, 4.41], "multiplicity": 2}